15
Properties=species:S:1:pos:R:3:forces:R:3 method="wB97M-V/def2-TZVPD" smiles="O=C1CC(CO)C1" lumo_energy_ev=0.7 e_homo_ha=-0.346
O -2.4861 -1.4530 -0.2150 0.4 0.3 0.2
C -1.5910 -0.7280 0.1234 -0.3 -0.2 -0.1
C -0.3252 -0.9193 0.9588 0.1 -0.1 0.1
C 0.1433 0.4865 0.4797 0.2 0.1 0.1
C 1.3251 0.4943 -0.5016 -0.1 0.4 0.1
O 1.5893 -0.8181 -0.9561 0.2 -0.2 -0.3
C -1.2489 0.7356 -0.1613 -0.1 0.1 -0.1
H 0.3026 -1.7655 0.6737 -0.1 0.1 0.0
H -0.5452 -0.9705 2.0300 0.0 0.0 -0.1
H 0.3645 1.1776 1.2970 0.0 -0.1 -0.1
H 2.2167 0.9216 -0.0206 -0.1 -0.1 0.0
H 1.0738 1.1463 -1.3514 0.0 0.0 0.1
H 2.3292 -0.7791 -1.5731 -0.1 -0.1 0.1
H -1.2697 1.0570 -1.2077 0.0 -0.1 0.1
H -1.8784 1.4146 0.4243 0.0 -0.1 -0.1

---

59
Properties=species:S:1:pos:R:3:forces:R:3 method="wB97M-V/def2-TZVPD" total_charge=+1 s_squared=6.1212 lumo_energy_ev="-5.7 / -4.0" e_homo_ha="-0.423 / -0.431" multiplicity=5
Mn 0.3191 0.3230 0.7749 0.9 1.0 -1.5
C -3.0967 -2.3142 5.4557 -0.1 -0.3 0.0
C -2.6685 -2.0354 4.0498 -0.1 0.1 0.0
C -3.0222 -0.8491 3.4101 0.0 -0.1 0.0
C -2.6698 -0.6177 2.0909 0.1 0.0 -0.1
C -1.9317 -1.5803 1.4054 -0.3 0.2 -0.3
C -1.5534 -2.7678 2.0257 0.1 -0.1 -0.1
C -1.9137 -2.9771 3.3405 0.0 0.0 0.0
S -1.5329 -1.2418 -0.2878 0.1 -0.5 0.0
O -1.7722 0.1904 -0.4526 0.0 0.0 0.4
O -2.0713 -2.1674 -1.2232 0.1 0.0 0.1
N 0.1101 -1.2250 -0.2163 -0.9 -0.7 0.2
C 1.1296 -1.8015 -0.9462 0.5 -0.1 -0.5
C 1.0807 -2.8459 -1.8407 -0.3 0.3 0.3
C 2.2539 -3.2215 -2.5189 0.3 0.0 -0.1
C 3.4383 -2.5541 -2.3456 -0.1 -0.1 -0.1
C 3.5151 -1.4773 -1.4341 -0.2 0.1 0.2
C 4.6518 -0.6630 -1.2406 -0.1 0.1 0.1
C 4.5899 0.3904 -0.3651 0.2 -0.1 -0.1
C 3.4087 0.6345 0.3455 -0.2 0.0 0.3
N 2.3236 -0.0992 0.1888 -0.3 0.1 -0.3
C 2.3615 -1.1376 -0.7045 -0.1 -0.1 -0.2
H -3.6927 -1.4983 5.8585 0.1 0.0 0.0
H -2.2282 -2.4521 6.1006 -0.2 0.0 -0.1
H -3.6911 -3.2286 5.4940 -0.1 0.0 -0.1
H -3.5886 -0.0998 3.9479 0.0 0.0 0.0
H -2.9611 0.2938 1.5871 0.0 0.0 0.0
H -0.9718 -3.5078 1.4889 0.0 0.0 0.0
H -1.6081 -3.8882 3.8395 0.0 0.0 0.0
H 0.1457 -3.3563 -2.0274 0.0 0.0 0.0
H 2.2096 -4.0473 -3.2161 0.0 0.0 0.0
H 4.3182 -2.8264 -2.9132 0.0 0.0 0.0
H 5.5552 -0.8688 -1.8010 0.0 0.0 0.0
H 5.4427 1.0338 -0.2053 0.0 0.0 0.0
H 3.3529 1.4333 1.0744 0.0 0.0 0.0
N -0.9097 -0.6903 6.4001 0.4 0.4 0.0
C -0.4016 0.0093 5.6348 -0.2 -0.3 0.0
N 0.1843 0.8277 4.7967 0.3 0.5 0.2
C 0.3220 0.9284 3.5847 -0.1 -0.3 -0.2
N 0.5111 1.1091 2.4198 0.0 0.5 1.3
O 0.1646 2.1902 -0.3388 0.0 -0.5 0.1
C 0.2854 2.9071 -1.3316 0.1 0.3 -0.1
C -0.5956 4.0904 -1.5756 -0.1 0.0 0.1
C -1.7009 3.6103 -2.5586 0.1 0.0 0.0
C -1.2520 2.8245 -3.8051 0.0 -0.1 0.1
C -0.7253 1.4042 -3.5213 0.1 0.1 0.0
C 0.7604 1.3670 -3.1038 -0.3 -0.1 -0.1
N 1.1185 2.5971 -2.3752 0.1 -0.1 0.2
H -0.0216 4.9080 -2.0161 0.0 0.0 0.0
H -1.0533 4.4335 -0.6509 0.1 0.0 0.0
H -2.2418 4.4977 -2.8873 -0.1 0.0 0.1
H -2.3987 2.9847 -1.9976 0.0 0.0 0.0
H -0.5194 3.3956 -4.3852 0.0 0.0 0.0
H -2.1284 2.7350 -4.4476 0.0 0.0 0.0
H -0.8621 0.7778 -4.4039 0.0 0.0 0.0
H -1.3310 0.9665 -2.7239 0.0 0.0 -0.1
H 1.4166 1.2963 -3.9695 0.0 0.0 0.0
H 0.9444 0.5093 -2.4670 0.2 -0.2 0.1
H 1.2016 3.3712 -3.0168 -0.1 0.1 0.0

---

32
Properties=species:S:1:pos:R:3:forces:R:3 method="wB97M-V/def2-TZVPD" total_charge=-1 s_squared=9.3389 lumo_energy_ev="2.0 / 2.0" e_homo_ha="-0.078 / -0.080" multiplicity=6
Dy -0.7084 0.3677 -0.6304 0.3 0.1 1.3
Cl -1.3464 2.7059 -0.0054 -1.0 1.1 0.5
Cl -0.4544 -1.9067 -1.7953 -0.5 -1.3 0.0
C 0.1167 1.0367 -2.5307 0.5 -0.5 0.1
H 0.1360 0.3231 -3.3549 0.4 0.3 0.0
H -0.1387 2.0596 -2.8153 0.6 0.0 0.0
C 1.5991 0.4539 -0.1004 -1.9 -0.1 1.3
C 1.4962 0.8974 -1.5279 -0.3 2.5 -2.6
H 0.9636 -0.2558 0.4534 0.7 -0.8 -0.5
C 1.9547 2.4157 -1.4967 0.0 -0.6 0.0
H 2.1241 0.3482 -2.2144 0.7 -0.4 -0.2
C 3.3418 2.5782 -0.8896 -0.1 0.3 0.0
H 1.9071 2.8580 -2.5003 0.2 -0.2 0.1
H 1.1998 2.9483 -0.8929 0.4 -0.2 -0.2
C 3.3767 2.0695 0.5571 0.1 0.4 -0.3
H 4.0702 2.0262 -1.4974 0.0 -0.1 0.0
H 3.6301 3.6329 -0.9610 0.1 0.0 0.2
C 2.9346 0.6021 0.5383 0.7 0.3 0.1
H 4.3793 2.2460 0.9782 -0.1 -0.3 0.0
H 2.6666 2.6726 1.1393 0.0 -0.2 0.0
H 3.7030 0.0735 -0.0542 0.2 -0.1 -0.1
H 3.0217 0.1415 1.5359 -0.4 0.2 -0.2
C -2.1590 -3.1541 1.9740 -0.3 -0.5 0.2
S -2.7924 -1.8279 0.9508 1.5 1.3 0.8
C -4.0491 -1.1572 2.0336 -0.5 -0.4 0.4
O -1.6887 -0.7698 1.1665 -1.4 -1.2 -0.2
H -2.8947 -3.9524 2.0473 -0.1 -0.1 0.0
H -1.9326 -2.7679 2.9731 0.0 0.1 -0.3
H -1.2611 -3.5643 1.5026 -0.1 0.4 -0.1
H -3.6431 -1.0602 3.0460 0.0 0.1 -0.3
H -4.3769 -0.1835 1.6565 0.3 -0.2 -0.1
H -4.9108 -1.8208 2.0468 -0.1 -0.1 0.0

---

99
Properties=species:S:1:pos:R:3:forces:R:3 method="wB97M-V/def2-TZVPD" smiles="C[C@H]1COC(=O)O1.C[C@H]1COC(=O)O1.C[C@H]1COC(=O)O1.O=S1(=O)CCCC1.O=S1(=O)CCCC1.O=S1(=O)CCCC1.O=S1(=O)CCCC1" lumo_energy_ev=-0.1 e_homo_ha=-0.381
C -2.3305 -1.6494 4.5791 -5.0 -0.6 -0.4
C -3.5045 -1.8344 3.5571 -2.2 -2.0 3.4
C -4.7365 -1.2124 4.2461 -2.0 -2.0 -3.5
O -5.4865 -0.6724 3.0141 -0.4 -0.5 2.7
C -4.6405 -0.5574 2.0321 -0.8 -1.7 -1.8
O -4.9515 -0.1874 0.9281 1.2 0.4 1.0
O -3.4785 -1.2124 2.3431 1.5 1.9 -1.9
H -1.6285 -2.1464 4.1581 5.9 -1.9 -3.0
H -2.3825 -2.2564 5.4501 -1.3 -0.7 1.0
H -2.2475 -0.6984 4.9321 0.8 2.8 0.2
H -3.7735 -2.9584 3.2911 0.9 2.0 1.0
H -4.7215 -0.3614 4.7981 1.3 2.4 1.9
H -5.3555 -1.9234 4.8001 -0.1 -0.1 -0.5
C -1.1005 -2.2514 0.7861 8.2 2.1 -1.2
C -1.4225 -1.3034 -0.4019 3.3 3.9 6.0
C -1.9305 0.1976 -0.0279 1.9 -2.1 -6.2
O -0.6445 0.9076 -0.2449 -1.3 0.5 1.0
C 0.2275 0.1486 -0.9149 2.4 1.5 1.3
O 1.3875 0.4456 -1.1589 -1.8 0.0 0.0
O -0.2405 -1.0394 -1.1009 -0.3 -2.4 -1.6
H -0.6115 -1.8614 1.7131 -0.5 0.6 -0.7
H -0.2315 -3.0434 0.4951 -2.0 1.7 0.0
H -1.8205 -2.8034 1.0841 -5.4 -3.5 1.7
H -2.0435 -1.8784 -0.8409 -4.4 -3.0 -4.5
H -2.4025 0.2206 0.8761 -0.5 0.8 2.5
H -2.6115 0.5096 -0.8969 0.7 -0.2 1.7
C 0.7475 -3.4864 -3.0539 1.8 -3.8 -1.7
C 2.1925 -3.0284 -3.0339 -1.8 -3.2 4.0
C 2.7745 -3.2184 -1.6119 0.9 1.6 2.1
O 3.7155 -4.2604 -1.7319 0.1 -0.4 0.7
C 3.7105 -4.7684 -2.9429 1.0 -1.1 -2.3
O 4.3455 -5.7604 -3.2809 -2.0 2.8 0.4
O 2.9365 -3.9014 -3.7929 2.4 -2.7 -0.1
H 0.0295 -2.9064 -2.7459 -3.2 4.2 2.3
H 0.4275 -4.4654 -2.5459 1.5 0.9 -0.7
H 0.4435 -3.5544 -4.0799 0.1 -0.6 -0.9
H 2.3865 -2.0734 -3.2599 0.2 3.6 -1.6
H 2.1655 -3.3884 -0.7409 -1.6 -1.4 -0.4
H 3.2385 -2.3834 -1.0199 0.7 0.2 -1.9
O 3.8295 -4.0894 4.8801 -2.7 -0.7 4.7
S 4.2815 -3.7144 3.6391 5.7 -0.1 -4.7
O 5.1875 -4.6744 3.0071 -0.8 0.7 0.0
C 3.0635 -3.2004 2.4931 -1.4 -4.2 -0.8
C 3.2785 -1.7894 2.0741 -3.5 0.7 1.4
C 3.9755 -1.2054 3.2731 3.6 0.9 -3.7
C 5.1555 -2.1544 3.6631 -3.4 1.4 3.0
H 2.1715 -3.3384 3.2631 0.9 0.0 -2.5
H 3.3825 -4.1174 1.6341 -2.1 2.6 2.3
H 4.0065 -1.7054 1.3851 2.0 -0.1 -3.2
H 2.2795 -1.2574 1.6781 2.3 -1.1 1.1
H 3.3645 -1.0084 3.9871 -4.1 0.1 5.3
H 4.1895 -0.1544 3.0681 1.2 0.0 -0.4
H 5.3695 -1.9664 4.7621 0.6 -0.2 -1.6
H 5.9025 -2.1664 2.9431 1.7 0.0 -0.9
O -3.7215 -1.2784 -3.3089 1.4 0.7 -2.0
S -2.8925 -0.6224 -4.3529 -0.7 -0.1 3.7
O -1.5925 -1.0904 -4.6849 1.2 -1.6 -0.5
C -3.7485 -0.3204 -5.7769 0.8 -1.4 -5.8
C -3.3385 1.0206 -6.4879 -2.2 0.9 0.8
C -2.8755 1.8126 -5.2419 5.1 1.7 -1.9
C -2.5975 1.0536 -3.9819 -0.3 -0.2 3.2
H -4.7375 -0.6074 -5.7879 -2.6 0.4 0.9
H -3.4575 -1.1364 -6.5069 0.4 0.5 0.9
H -2.6105 0.9856 -7.2999 0.4 -0.7 0.7
H -4.1865 1.6226 -7.0719 1.2 -1.6 1.8
H -3.4995 2.5916 -5.0049 -1.6 1.9 0.2
H -1.8185 2.3076 -5.5639 -2.5 -0.8 0.8
H -3.1695 1.2606 -3.0359 -0.6 0.4 -1.4
H -1.6225 1.1246 -3.4569 0.1 -0.1 -1.3
O 4.4295 3.3066 -1.7849 0.2 0.1 0.4
S 4.5515 3.4916 -0.3529 -0.7 -0.8 -3.5
O 3.7015 4.4146 0.2781 -0.6 2.0 1.1
C 4.3935 1.9926 0.3921 -1.7 -4.6 5.8
C 5.7145 1.2966 0.2841 1.1 -3.5 -1.5
C 6.8745 2.2096 0.0191 1.2 0.5 0.6
C 6.2495 3.5926 -0.0259 2.4 2.1 -5.5
H 3.6335 1.2076 0.0921 0.3 1.8 -0.5
H 4.1605 1.9756 1.6091 0.4 1.2 -3.0
H 6.0405 0.5616 1.0791 -1.1 0.9 -0.4
H 5.5715 0.6566 -0.6159 0.5 0.1 0.5
H 7.1785 2.3446 -0.9589 1.2 -2.1 -2.4
H 7.8275 1.9116 0.6531 -2.0 1.5 -0.9
H 6.7705 4.4556 -0.8399 -1.6 -2.7 2.6
H 6.2825 3.8776 0.8771 0.3 3.5 6.8
O -3.2435 3.0706 -0.5539 -0.6 -0.4 -0.4
S -3.0575 4.1066 0.4221 4.5 0.4 -1.1
O -1.6675 4.5956 0.5951 -2.4 -0.6 0.2
C -4.1325 5.4626 0.0801 -2.0 -2.4 1.6
C -5.0555 5.3836 1.3671 -2.5 0.2 -2.7
C -5.1285 3.9806 1.9331 -1.6 1.4 3.8
C -3.7365 3.5756 1.9471 2.3 -3.0 1.7
H -4.7475 5.1346 -0.7739 0.5 0.4 0.2
H -3.5915 6.3466 -0.0549 0.7 1.3 -0.2
H -4.8015 5.9946 2.1491 1.1 2.0 1.5
H -6.0395 5.7156 0.9771 0.3 -0.1 0.7
H -5.8865 3.4006 1.4951 -0.2 -1.3 -1.3
H -5.4905 3.8756 3.0901 0.6 1.0 -2.5
H -3.7395 2.4096 2.0111 0.9 2.0 -0.2
H -3.0575 4.0836 2.7631 -1.6 -1.1 -1.4

---

Quick rundown of calculated total energy, same order as above: -9408.511 -82510.050 -71636.523 -107980.671 eV